1.
{
  "formula": "C15H27O12Pb",
  "method": "ωB97M-V/def2-TZVPD",
  "homo_ev": -3.14,
  "total_charge": -1,
  "e_lumo_ev": 2.15,
  "e_above_lowest_kj_mol": 66.9,
  "gap_ev": 5.28,
  "symbols": ["Pb", "C", "O", "H", "H", "H", "C", "O", "H", "H", "H", "C", "O", "H", "H", "H", "C", "C", "C", "O", "C", "O", "O", "H", "H", "H", "H", "H", "H", "C", "C", "C", "O", "C", "O", "O", "H", "H", "H", "H", "H", "H", "C", "C", "C", "O", "C", "O", "O", "H", "H", "H", "H", "H", "H"],
  "positions_angstrom": [[0.992, -0.532, 0.319], [-0.452, -2.681, -2.044], [-0.603, -2.067, -0.834], [0.205, -3.575, -2.113], [-1.392, -2.978, -2.551], [0.032, -2.035, -2.812], [2.484, -1.236, 3.663], [2.196, -0.706, 2.422], [2.540, -0.398, 4.384], [1.752, -1.907, 4.155], [3.445, -1.777, 3.658], [2.453, 2.648, -1.173], [2.157, 1.437, -0.573], [1.832, 2.706, -2.079], [2.438, 3.501, -0.467], [3.519, 2.720, -1.489], [-3.920, 4.856, -0.223], [-4.064, 3.374, -0.328], [-3.817, 2.845, -1.775], [-2.653, 2.036, -1.666], [-2.151, 2.071, -0.427], [-1.206, 1.464, -0.041], [-2.942, 2.798, 0.395], [-4.796, 5.360, -0.630], [-2.959, 5.215, -0.592], [-3.818, 5.074, 0.846], [-4.982, 2.968, 0.092], [-3.752, 3.683, -2.467], [-4.554, 2.127, -2.137], [7.124, -1.311, -2.548], [6.022, -2.390, -2.437], [6.054, -3.149, -1.084], [4.901, -2.714, -0.406], [4.109, -2.032, -1.230], [2.993, -1.693, -0.992], [4.752, -1.745, -2.381], [7.394, -0.880, -1.589], [6.826, -0.627, -3.337], [7.998, -1.878, -2.886], [6.163, -3.094, -3.256], [6.915, -2.815, -0.504], [6.096, -4.219, -1.285], [-5.396, -1.828, 2.184], [-4.578, -0.598, 1.853], [-4.335, 0.462, 2.941], [-2.958, 0.513, 3.157], [-2.329, -0.331, 2.274], [-1.152, -0.479, 2.269], [-3.219, -1.067, 1.639], [-5.014, -2.666, 1.596], [-6.442, -1.692, 1.904], [-5.348, -2.207, 3.206], [-4.940, -0.148, 0.930], [-4.825, 0.200, 3.884], [-4.798, 1.388, 2.585]],
  "lowdin_charge": [1.6230, -0.4322, -0.5375, 0.0391, 0.0367, 0.0436, -0.3856, -0.5585, 0.0432, 0.0403, 0.0394, -0.3813, -0.5680, 0.0454, 0.0418, 0.0348, -0.0405, -0.3003, -0.0833, 0.0878, -0.5450, 0.1275, 0.0650, 0.0883, 0.1008, 0.0908, 0.1419, 0.1256, 0.1286, -0.0222, -0.3003, -0.0990, 0.1013, -0.5337, 0.0694, 0.0969, 0.0845, 0.0849, 0.0785, 0.1404, 0.1263, 0.1276, -0.0287, -0.2757, -0.1293, 0.0748, -0.5581, 0.1052, 0.1010, 0.0919, 0.0782, 0.0853, 0.1425, 0.1279, 0.1192]
}



2.
{
  "formula": "C15H28BN9O4RuS3",
  "method": "ωB97M-V/def2-TZVPD",
  "homo_ev": [-9.54, -10.66],
  "total_charge": 1,
  "e_lumo_ev": [-2.56, -3.51],
  "e_above_lowest_kj_mol": 90.0,
  "gap_ev": [6.98, 7.14],
  "spin_multiplicity": 6,
  "symbols": ["Ru", "C", "N", "C", "C", "N", "B", "N", "C", "C", "N", "C", "C", "S", "C", "S", "H", "H", "H", "H", "H", "H", "H", "H", "H", "H", "H", "H", "N", "N", "C", "N", "N", "N", "O", "O", "H", "H", "H", "H", "H", "C", "C", "O", "H", "H", "H", "O", "S", "C", "C", "C", "C", "H", "H", "H", "H", "H", "H", "H", "H"],
  "positions_angstrom": [[0.885, -0.612, -0.574], [-2.994, -0.699, 2.223], [-1.958, 0.277, 2.506], [-2.163, 1.522, 3.065], [-0.942, 2.080, 3.199], [0.008, 1.182, 2.752], [1.511, 1.505, 3.151], [2.664, 0.907, 2.271], [3.811, 0.431, 2.872], [4.762, 0.292, 1.924], [4.191, 0.687, 0.735], [4.832, 0.628, -0.571], [2.919, 1.069, 0.968], [1.817, 1.666, -0.227], [-0.625, 0.082, 2.333], [0.021, -1.383, 1.689], [-3.961, -0.205, 2.282], [-2.964, -1.513, 2.945], [-2.857, -1.113, 1.229], [-3.141, 1.889, 3.331], [-0.655, 3.041, 3.590], [1.601, 2.709, 3.103], [1.675, 1.062, 4.262], [3.844, 0.223, 3.927], [5.770, -0.081, 1.985], [5.644, -0.093, -0.527], [5.223, 1.606, -0.851], [4.113, 0.307, -1.317], [-1.171, -2.965, -1.139], [-0.468, -4.162, -1.282], [0.832, -4.228, -0.921], [1.413, -5.421, -0.914], [1.402, -3.076, -0.578], [2.692, -3.017, -0.180], [3.049, -1.876, 0.088], [3.426, -3.988, -0.079], [-1.614, -2.905, -0.231], [-1.841, -2.878, -1.888], [-0.983, -5.025, -1.330], [0.938, -6.244, -1.240], [2.392, -5.452, -0.673], [0.386, 0.359, -3.849], [0.883, -0.533, -2.753], [2.012, -0.974, -2.705], [1.030, 0.299, -4.728], [0.409, 1.376, -3.447], [-0.644, 0.119, -4.109], [-1.152, 0.791, -0.838], [-2.641, 0.979, -0.931], [-3.081, 2.541, -0.135], [-4.323, 2.964, -0.905], [-3.928, 2.908, -2.387], [-3.030, 1.673, -2.580], [-2.232, 3.213, -0.289], [-3.231, 2.382, 0.931], [-4.671, 3.950, -0.605], [-5.132, 2.254, -0.708], [-3.373, 3.808, -2.650], [-4.805, 2.867, -3.030], [-2.066, 1.908, -3.027], [-3.508, 0.884, -3.160]],
  "lowdin_charge": [1.0685, -0.0460, -0.1237, -0.0628, -0.0492, 0.0087, -0.4126, -0.0063, -0.0409, -0.0293, -0.1224, -0.0211, -0.7283, 0.6511, -0.7063, 0.6018, 0.0959, 0.0973, 0.0441, 0.1280, 0.1260, 0.0815, 0.0825, 0.1243, 0.1299, 0.0998, 0.1004, 0.0564, 0.0338, -0.0052, -0.3809, 0.2181, 0.0521, -0.4077, -0.0187, 0.0761, 0.0577, 0.0975, 0.1526, 0.1296, 0.0983, -0.0625, -0.4372, -0.0268, 0.0875, 0.0821, 0.0689, -0.6677, 0.9381, -0.3084, -0.2336, -0.2127, -0.2931, 0.1177, 0.0647, 0.1213, 0.1154, 0.1167, 0.1139, 0.0779, 0.0872]
}